The following is a DFT calculation (ωB97M-V/def2-TZVPD) of a cluster of 9 separate species, C23H54Br2F5N18O11S in total.

Values from the calculation:
**E_HOMO**: -10.6 eV
**Net charge**: +1
**2S+1**: 1

Element x y z (Å)
C1 0.6423 0.8958 2.8980
C2 -0.2755 0.1927 1.7917
C3 0.1181 0.7451 0.3305
Br1 0.4740 -0.8156 -0.8227
C4 -1.0597 1.6473 -0.1444
C5 -0.9871 3.0715 0.0494
Br2 0.3819 4.1997 0.8044
N1 -2.2004 3.6566 -0.4325
C6 -2.9212 2.5798 -0.8860
C7 -4.3788 2.6372 -1.5041
C8 -5.3344 1.9421 -0.4079
C9 -6.3715 2.9586 0.2287
C10 -7.0414 2.3999 1.5404
F1 -7.5706 3.4989 2.2273
F2 -6.1093 1.8248 2.4058
C11 -8.1804 1.3239 1.2872
F3 -9.3717 1.9983 1.1724
F4 -8.0201 0.6008 0.1262
F5 -8.1794 0.4221 2.3175
N2 -2.3085 1.3482 -0.7693
C12 -2.7618 0.0022 -1.1639
C13 -3.1970 -0.8814 0.0948
C14 -4.0351 -2.1400 -0.3928
C15 -3.0492 -3.3485 -0.6760
S1 -2.9229 -4.4823 0.7824
O1 -3.5509 -3.7921 1.9543
O2 -3.6561 -5.7100 0.4682
O3 -1.3574 -4.7665 1.1640
H1 1.6061 0.3105 2.9111
H2 0.8411 1.9673 2.6212
H3 0.1746 0.8043 3.9210
H4 -0.2101 -0.9255 1.8490
H5 -1.3403 0.4990 2.0254
H6 1.0802 1.3370 0.3773
H7 -2.4675 4.6441 -0.4191
H8 -4.7107 3.6828 -1.7239
H9 -4.3198 1.9842 -2.4248
H10 -4.6902 1.5804 0.4504
H11 -5.8019 1.0218 -0.8459
H12 -5.7957 3.8757 0.5439
H13 -7.1521 3.1653 -0.5498
H14 -3.7077 0.1093 -1.7790
H15 -2.0398 -0.5405 -1.8354
H16 -2.2470 -1.1512 0.6251
H17 -3.8735 -0.3077 0.7919
H18 -4.8512 -2.4047 0.3322
H19 -4.5536 -1.8890 -1.3711
H20 -3.4550 -3.9153 -1.5645
H21 -2.0435 -2.9209 -0.9287
H22 -0.7669 -4.1556 0.6697
C16 2.4047 2.2260 -2.1312
O4 2.6731 2.0154 -0.9508
N3 2.0005 3.4413 -2.5813
N4 2.4907 1.2637 -3.0772
H23 1.7737 3.6385 -3.5436
H24 1.9290 4.1795 -1.9024
H25 2.7919 0.3474 -2.7766
H26 2.2762 1.4137 -4.0460
C17 5.4510 -0.4830 -0.7196
O5 4.6677 -0.8206 -1.6069
N5 5.2303 0.5975 0.0763
N6 6.5952 -1.1580 -0.4621
H27 5.8536 0.8920 0.8051
H28 4.3865 1.1195 -0.0926
H29 6.7890 -1.9637 -1.0330
H30 7.2494 -0.9008 0.2580
C18 -2.6356 -6.2627 5.1912
O6 -2.3879 -6.4159 6.3764
N7 -3.0540 -5.0772 4.6747
N8 -2.5141 -7.2690 4.2800
H31 -3.2606 -4.9271 3.7060
H32 -3.1568 -4.3101 5.3152
H33 -2.2071 -8.1625 4.6227
H34 -2.7133 -7.1640 3.3020
C19 7.4323 -2.2460 3.1329
O7 7.9047 -1.9239 2.0534
N9 6.0932 -2.3789 3.3347
N10 8.2032 -2.4993 4.2223
H35 5.6840 -2.6425 4.2117
H36 5.4914 -2.1996 2.5490
H37 9.1985 -2.4113 4.1100
H38 7.8359 -2.7653 5.1169
C20 -0.0562 5.7760 -4.4828
O8 0.6441 4.8498 -4.8635
N11 -0.4389 6.7868 -5.3021
N12 -0.5117 5.8719 -3.2011
H39 -1.0125 7.5562 -5.0099
H40 -0.1207 6.7496 -6.2556
H41 -0.2468 5.1396 -2.5644
H42 -1.0860 6.6241 -2.8674
C21 -0.3617 -5.6797 -2.1958
O9 -0.5817 -4.7002 -1.4885
N13 -0.0949 -5.5771 -3.5221
N14 -0.3675 -6.9431 -1.7087
H43 0.0874 -6.3640 -4.1171
H44 -0.0821 -4.6532 -3.9177
H45 -0.5626 -7.0565 -0.7278
H46 -0.1907 -7.7576 -2.2671
C22 -0.0613 7.6043 2.3666
O10 -0.7780 7.1794 1.4696
N15 -0.3761 8.7051 3.0951
N16 1.1144 7.0075 2.7100
H47 0.1972 9.0692 3.8335
H48 -1.2372 9.1729 2.8702
H49 1.3800 6.1890 2.1914
H50 1.7173 7.3380 3.4407
C23 8.5249 -4.0138 -3.3001
O11 9.0405 -5.0109 -2.8289
N17 9.1446 -3.2359 -4.2300
N18 7.2806 -3.5890 -2.9371
H51 8.7370 -2.4114 -4.6298
H52 10.0641 -3.5172 -4.5227
H53 6.7912 -4.1388 -2.2521
H54 6.8364 -2.7704 -3.3129